[1]
A structure of composition C32H58Ge3N4O2S3Si3Y. Source: the Open Molecules 2025 dataset; level of theory: wB97M-V/def2-TZVPD.

Each line ends with the Löwdin charge.
Positions of all 106 atoms, in Å:
Y -0.801 0.927 0.187  0.930
S -0.983 -1.082 -3.876  0.598
C -0.458 -0.062 -2.720  -1.708
S 0.760 -0.689 -1.514  0.373
S -0.965 1.556 -2.448  0.469
C -4.607 -0.065 -2.041  -0.190
C -4.703 1.122 -1.087  -0.389
Ge -3.709 0.892 0.612  0.790
C -4.072 2.594 1.602  -0.390
C -3.507 2.657 3.018  -0.191
C -4.582 -0.536 1.629  -0.241
C -3.946 -1.714 1.664  -0.377
Ge -2.260 -1.688 0.639  0.885
C -2.376 -2.957 -0.877  -0.373
C -3.092 -4.266 -0.531  -0.157
C -0.662 -2.208 1.761  -0.382
C -0.234 -3.666 1.587  -0.175
C -4.509 -2.934 2.291  -0.262
C -5.850 -3.270 2.102  -0.047
C -6.381 -4.420 2.669  -0.083
C -5.579 -5.255 3.433  -0.096
C -4.241 -4.934 3.623  -0.082
C -3.710 -3.789 3.050  -0.051
H -5.228 0.079 -2.928  0.069
H -4.932 -0.990 -1.557  0.059
H -3.580 -0.208 -2.386  0.019
H -5.746 1.313 -0.812  0.060
H -4.331 2.029 -1.571  0.050
H -5.165 2.669 1.627  0.059
H -3.713 3.427 0.994  0.041
H -3.848 1.810 3.618  0.064
H -3.809 3.572 3.534  0.064
H -2.416 2.619 3.017  0.026
H -5.546 -0.425 2.130  0.068
H -1.360 -3.145 -1.232  0.039
H -2.892 -2.450 -1.690  0.026
H -2.582 -4.810 0.267  0.053
H -3.146 -4.927 -1.399  0.070
H -4.113 -4.083 -0.192  0.060
H -0.919 -1.993 2.802  0.054
H 0.191 -1.561 1.520  0.011
H -1.019 -4.346 1.922  0.048
H 0.671 -3.893 2.157  0.068
H -0.030 -3.898 0.540  0.061
H -6.469 -2.626 1.490  0.112
H -7.423 -4.669 2.508  0.101
H -5.991 -6.155 3.872  0.098
H -3.609 -5.583 4.216  0.101
H -2.664 -3.546 3.197  0.090
N -0.804 3.354 0.464  0.136
C -0.395 4.200 1.130  -0.140
C 0.243 5.109 1.993  -0.225
C 0.842 4.476 3.054  -0.091
N 1.259 3.871 3.957  0.237
C 0.489 6.464 1.651  -0.211
N 0.692 7.563 1.377  0.155
N 2.503 1.657 3.838  0.052
C 1.322 0.773 3.869  -0.101
C 0.522 0.946 2.592  -0.674
O 1.168 1.150 1.518  -0.152
O -0.721 0.841 2.609  -0.086
H 3.173 1.406 4.557  0.129
H 1.975 2.923 3.999  0.060
H 2.956 1.576 2.929  0.088
H 0.691 1.013 4.721  0.133
H 1.606 -0.281 3.929  0.136
C 3.391 -2.629 -0.580  -0.225
Si 4.128 -0.909 -0.644  0.335
C 4.292 -0.291 1.124  -0.216
C 5.835 -0.969 -1.418  -0.218
Ge 2.695 0.508 -1.958  0.523
Si 2.935 2.869 -1.510  0.347
C 1.616 3.970 -2.235  -0.225
C 4.554 3.216 -2.403  -0.220
C 3.182 3.330 0.292  -0.205
Si 2.987 0.055 -4.306  0.337
C 1.828 1.127 -5.307  -0.207
C 2.697 -1.773 -4.564  -0.218
C 4.745 0.453 -4.837  -0.207
H 4.099 -3.329 -0.128  0.038
H 3.127 -3.001 -1.572  0.024
H 2.479 -2.636 0.024  0.006
H 4.824 -1.032 1.727  0.037
H 3.297 -0.139 1.548  -0.003
H 4.846 0.651 1.174  0.022
H 6.511 -1.530 -0.767  0.034
H 6.257 0.029 -1.560  0.024
H 5.816 -1.469 -2.390  0.020
H 1.439 3.752 -3.290  0.022
H 1.939 5.012 -2.148  0.042
H 0.666 3.858 -1.713  -0.026
H 4.403 3.237 -3.483  0.019
H 5.329 2.476 -2.184  0.022
H 4.934 4.197 -2.103  0.038
H 2.281 3.140 0.874  -0.015
H 3.420 4.397 0.349  0.043
H 4.008 2.773 0.743  0.017
H 0.787 1.043 -4.991  -0.007
H 1.884 0.845 -6.363  0.039
H 2.126 2.176 -5.227  0.025
H 1.709 -2.079 -4.214  -0.012
H 3.453 -2.355 -4.029  0.022
H 2.773 -2.023 -5.626  0.038
H 4.986 1.509 -4.727  0.009
H 4.848 0.199 -5.896  0.038
H 5.489 -0.124 -4.283  0.014

- relative energy (zero: lowest compared OMol25 entry of this formula, charge and spin) (kcal/mol) = 11.07
- 2S+1 = 2
- LUMO level (spin up / spin down) (eV) = -0.300 / -0.856
- HOMO-LUMO gap (spin up / spin down) (eV) = 5.90 / 7.07
- charge = 0
- <S²> = 0.755

---

[2]
A structure of composition C32H58Ge3N4O2S3Si3Y. Source: the Open Molecules 2025 dataset; level of theory: wB97M-V/def2-TZVPD.

Each line ends with the Löwdin charge.
Positions of all 106 atoms, in Å:
Y -0.554 0.294 -0.594  0.894
S -4.704 2.570 1.106  0.545
C -3.566 1.436 0.648  -1.661
S -2.163 1.191 1.758  0.532
S -3.513 0.544 -0.777  0.563
C 1.813 2.265 3.755  -0.165
C 1.158 2.078 2.375  -0.393
Ge 0.984 0.192 1.726  0.737
C 2.782 -0.676 1.716  -0.419
C 3.760 -0.369 2.862  -0.174
C 0.247 -0.822 3.276  -0.243
C -0.967 -1.279 3.614  -0.333
Ge -2.519 -0.989 2.447  0.763
C -4.334 -0.770 3.122  -0.342
C -4.935 -1.861 4.020  -0.159
C -2.415 -2.262 0.974  -0.372
C -2.671 -3.724 1.374  -0.144
C -1.149 -2.166 4.809  -0.236
C -2.072 -3.213 4.800  -0.078
C -2.178 -4.098 5.867  -0.074
C -1.362 -3.942 6.979  -0.092
C -0.454 -2.889 7.016  -0.080
C -0.353 -2.010 5.946  -0.043
H 1.767 3.314 4.070  0.066
H 2.863 1.969 3.754  0.039
H 1.301 1.669 4.519  0.062
H 1.704 2.645 1.610  0.031
H 0.149 2.494 2.396  0.006
H 3.258 -0.474 0.754  -0.001
H 2.550 -1.747 1.727  0.047
H 4.185 0.634 2.776  0.045
H 4.597 -1.076 2.866  0.066
H 3.277 -0.437 3.844  0.057
H 1.059 -1.155 3.933  0.053
H -4.927 -0.665 2.209  0.064
H -4.350 0.199 3.620  0.060
H -4.933 -2.842 3.535  0.058
H -5.976 -1.617 4.254  0.073
H -4.394 -1.955 4.963  0.060
H -1.412 -2.193 0.547  0.025
H -3.124 -1.952 0.216  0.015
H -1.919 -4.099 2.071  0.066
H -2.641 -4.360 0.485  0.076
H -3.657 -3.849 1.832  0.063
H -2.710 -3.355 3.935  0.062
H -2.894 -4.912 5.827  0.107
H -1.436 -4.628 7.816  0.101
H 0.181 -2.753 7.886  0.103
H 0.342 -1.179 6.000  0.109
N -1.141 -1.409 -1.976  0.032
C -1.962 -1.856 -2.667  -0.228
C -2.926 -2.400 -3.485  -0.256
C -2.727 -3.711 -4.036  -0.232
N -2.564 -4.766 -4.473  0.129
C -4.081 -1.623 -3.828  -0.246
N -5.011 -0.998 -4.106  0.138
N -3.563 4.758 -0.881  0.157
C -2.884 3.809 -1.807  -0.064
C -1.609 3.380 -1.088  -0.662
O -1.255 4.103 -0.152  0.032
O -1.041 2.323 -1.507  -0.239
H -4.006 5.550 -1.326  0.161
H -2.782 5.023 -0.251  0.134
H -4.225 4.231 -0.308  0.009
H -2.606 4.312 -2.732  0.140
H -3.511 2.947 -2.021  0.091
C 4.351 1.889 -0.092  -0.218
Si 3.240 2.306 -1.524  0.304
C 2.275 3.848 -1.098  -0.210
C 4.324 2.611 -3.019  -0.214
Ge 1.731 0.547 -2.147  0.634
Si 0.714 1.368 -4.194  0.326
C -0.995 0.714 -4.547  -0.211
C 1.877 0.849 -5.563  -0.211
C 0.640 3.235 -4.199  -0.207
Si 2.669 -1.623 -2.640  0.299
C 1.474 -2.548 -3.730  -0.217
C 3.028 -2.686 -1.160  -0.222
C 4.269 -1.337 -3.560  -0.215
H 5.065 2.710 0.054  0.045
H 4.919 0.966 -0.264  0.038
H 3.776 1.766 0.831  0.003
H 2.795 4.422 -0.322  0.042
H 1.274 3.616 -0.722  0.000
H 2.159 4.490 -1.978  0.028
H 5.107 3.339 -2.766  0.041
H 3.749 3.006 -3.865  0.014
H 4.813 1.685 -3.348  0.020
H -0.980 -0.364 -4.745  0.024
H -1.414 1.212 -5.431  0.047
H -1.673 0.896 -3.706  0.011
H 1.778 -0.216 -5.801  0.027
H 2.922 1.040 -5.290  0.013
H 1.651 1.428 -6.468  0.044
H 0.238 3.617 -3.255  0.007
H -0.010 3.571 -5.018  0.041
H 1.631 3.679 -4.349  0.023
H 0.676 -2.995 -3.133  0.017
H 1.995 -3.355 -4.260  0.046
H 1.005 -1.898 -4.478  0.009
H 2.161 -2.766 -0.496  0.024
H 3.870 -2.305 -0.574  0.028
H 3.282 -3.695 -1.513  0.044
H 4.108 -0.791 -4.497  0.018
H 4.716 -2.310 -3.801  0.042
H 4.987 -0.771 -2.952  0.026

- relative energy (zero: lowest compared OMol25 entry of this formula, charge and spin) (kcal/mol) = 37.10
- 2S+1 = 2
- LUMO level (spin up / spin down) (eV) = -0.557 / -2.532
- HOMO-LUMO gap (spin up / spin down) (eV) = 7.21 / 5.19
- charge = 0
- <S²> = 0.754

---

[3]
A structure of composition C32H59CeN4OP2S. Source: the Open Molecules 2025 dataset; level of theory: wB97M-V/def2-TZVPD.

Each line ends with the Löwdin charge.
Positions of all 100 atoms, in Å:
C 2.356 -1.255 -1.229  -0.282
C 1.285 0.540 -2.251  -0.286
C 3.333 -1.264 -2.221  0.017
C 2.165 0.501 -3.329  0.010
C 3.222 -0.413 -3.315  0.028
H 4.101 -2.034 -2.172  0.140
H 1.990 1.170 -4.175  0.134
H 3.906 -0.474 -4.160  0.140
N 1.357 -0.338 -1.209  0.024
P 0.691 -2.727 0.499  1.042
P -0.043 2.465 -0.545  1.122
C 2.331 -2.408 -0.216  -0.237
H 2.643 -3.348 -0.710  0.110
H 3.043 -2.233 0.608  0.103
C -2.654 -0.426 2.131  -0.056
O -3.524 -0.530 2.899  0.156
C 0.109 1.523 -2.252  -0.242
H 0.252 2.345 -2.975  0.108
C -1.635 3.480 -0.645  -0.641
C 1.472 3.546 -0.304  -0.648
C -0.259 -3.757 -0.805  -0.629
C 0.911 -3.557 2.165  -0.674
C -2.771 2.657 0.004  -0.088
H -2.571 2.484 1.070  0.063
H -3.699 3.237 -0.066  0.116
H -2.950 1.692 -0.487  0.052
C -1.502 4.781 0.158  -0.066
H -1.247 4.580 1.207  0.086
H -0.776 5.476 -0.280  0.081
H -2.483 5.279 0.148  0.112
C -1.971 3.802 -2.106  -0.053
H -2.863 4.442 -2.116  0.117
H -1.165 4.352 -2.606  0.088
H -2.203 2.901 -2.685  0.053
C 1.405 4.095 1.144  -0.087
H 0.979 3.343 1.825  0.009
H 2.423 4.333 1.479  0.103
H 0.815 5.014 1.209  0.073
C 2.737 2.672 -0.411  -0.080
H 2.687 1.820 0.275  0.079
H 2.898 2.297 -1.427  0.076
H 3.609 3.277 -0.127  0.109
C 1.524 4.678 -1.352  -0.049
H 0.936 4.471 -2.256  0.068
H 1.195 5.634 -0.926  0.089
H 2.566 4.828 -1.670  0.102
C -0.491 -3.754 2.772  -0.071
H -0.385 -4.217 3.762  0.109
H -1.033 -2.812 2.918  0.057
H -1.123 -4.418 2.168  0.088
C 1.751 -2.614 3.046  -0.074
H 2.753 -2.467 2.629  0.083
H 1.280 -1.632 3.193  0.058
H 1.877 -3.090 4.027  0.106
C 1.617 -4.921 2.070  -0.064
H 2.508 -4.897 1.430  0.094
H 1.939 -5.200 3.083  0.106
H 0.954 -5.721 1.721  0.075
C 0.162 -3.383 -2.238  -0.071
H 1.213 -3.620 -2.449  0.094
H -0.452 -3.966 -2.943  0.117
H -0.001 -2.320 -2.460  0.054
C -1.758 -3.400 -0.598  -0.078
H -2.096 -2.642 -1.324  0.071
H -2.372 -4.304 -0.721  0.113
H -1.987 -3.000 0.408  0.048
C 0.002 -5.264 -0.635  -0.073
H 1.076 -5.503 -0.677  0.096
H -0.424 -5.670 0.292  0.077
H -0.482 -5.800 -1.469  0.111
Ce -0.673 -0.193 0.410  0.680
N -1.672 0.039 -1.498  -0.024
C -1.201 0.669 -2.505  -0.277
C -1.799 0.532 -3.937  -0.524
C -1.269 1.573 -4.919  -0.039
C -1.422 -0.849 -4.484  -0.030
C -3.340 0.645 -3.838  -0.014
H -1.458 2.601 -4.593  0.083
H -0.196 1.446 -5.103  0.081
H -1.790 1.433 -5.877  0.113
H -1.756 -1.648 -3.812  0.076
H -1.902 -1.006 -5.461  0.117
H -0.336 -0.934 -4.619  0.088
H -3.736 1.228 -4.681  0.105
H -3.791 -0.355 -3.853  0.097
H -3.655 1.130 -2.907  0.073
C 1.019 1.579 6.323  -0.028
N 1.079 0.797 5.060  -0.022
C -0.091 0.552 4.389  -0.702
S -0.384 1.309 2.833  0.699
N -0.985 -0.274 4.934  0.014
C -0.740 -1.030 6.160  -0.016
H 0.009 1.595 6.748  0.093
H 1.336 2.611 6.138  0.104
H 1.715 1.117 7.022  0.101
H 1.787 1.176 4.421  0.131
H -1.864 -0.393 4.433  0.096
H -1.533 -1.773 6.270  0.109
H 0.223 -1.553 6.126  0.104
H -0.730 -0.363 7.026  0.092

- relative energy (zero: lowest compared OMol25 entry of this formula, charge and spin) (kcal/mol) = 0.00
- 2S+1 = 1
- LUMO level (spin up / spin down) (eV) = -10.119 / -10.148
- HOMO-LUMO gap (spin up / spin down) (eV) = 6.84 / 6.81
- charge = +3

---

[4]
A cluster of 8 separate species, C32H60BF5NO24 in total. Source: the Open Molecules 2025 dataset; level of theory: wB97M-V/def2-TZVPD.

Each line ends with the Löwdin charge.
Positions of all 123 atoms, in Å:
C -0.783 -0.826 1.064  -0.036
C -1.160 0.420 2.116  -0.383
C 0.323 0.908 2.717  -0.053
C -2.045 -0.039 3.393  -0.069
C -3.649 0.280 3.341  -0.170
B -4.038 0.794 4.892  -0.364
O -4.692 2.124 5.160  0.022
O -3.724 0.002 6.118  0.063
C -4.404 -1.133 2.966  -0.119
F -3.637 -1.903 1.916  -0.004
F -4.492 -2.090 4.132  0.006
C -5.926 -0.985 2.389  -0.130
F -6.628 -2.281 2.723  0.012
F -5.999 -0.903 0.881  0.018
F -6.745 0.084 2.999  0.056
C -4.002 1.499 2.283  -0.054
C -2.690 2.427 1.941  -0.391
C -2.137 3.343 3.176  -0.039
C -3.206 3.507 0.772  -0.042
N -1.679 1.540 1.268  -0.112
O -0.621 2.206 0.776  -0.085
H 0.275 -0.681 0.562  0.089
H -0.877 -1.882 1.612  0.098
H -1.592 -0.797 0.215  0.090
H 1.198 0.748 1.949  0.085
H 0.541 0.146 3.610  0.095
H 0.290 1.969 3.209  0.089
H -1.852 -1.197 3.609  0.156
H -1.596 0.516 4.350  0.123
H -3.934 2.698 5.533  0.120
H -2.863 -0.500 6.018  0.108
H -4.277 0.952 1.257  0.145
H -4.953 2.123 2.567  0.142
H -1.386 4.162 2.740  0.115
H -1.604 2.735 4.027  0.084
H -3.041 3.930 3.631  0.097
H -3.081 4.631 1.139  0.096
H -2.739 3.300 -0.280  0.094
H -4.383 3.363 0.640  0.091
C 5.320 -2.839 0.273  -0.044
O 4.300 -1.866 0.058  -0.015
C 4.159 -1.481 -1.236  -0.551
O 4.814 -1.892 -2.181  0.104
O 3.164 -0.561 -1.295  -0.018
C 2.903 -0.064 -2.606  -0.039
H 5.344 -3.072 1.341  0.080
H 5.097 -3.760 -0.275  0.101
H 6.299 -2.442 -0.015  0.102
H 2.583 -0.873 -3.270  0.102
H 3.785 0.444 -3.009  0.098
H 2.090 0.664 -2.536  0.095
C -0.438 0.409 -6.467  -0.049
O -0.541 -0.361 -5.271  -0.013
C -1.551 -1.268 -5.277  -0.560
O -2.337 -1.461 -6.191  0.106
O -1.533 -1.924 -4.089  -0.012
C -2.548 -2.917 -3.952  -0.046
H 0.401 1.101 -6.353  0.090
H -0.235 -0.239 -7.327  0.099
H -1.348 0.995 -6.629  0.099
H -2.430 -3.697 -4.711  0.093
H -3.543 -2.463 -4.013  0.100
H -2.440 -3.377 -2.966  0.096
C -3.138 -5.820 -7.725  -0.051
O -3.241 -6.590 -6.528  -0.016
C -4.251 -7.497 -6.534  -0.560
O -5.037 -7.689 -7.448  0.108
O -4.233 -8.153 -5.346  -0.012
C -5.248 -9.145 -5.209  -0.053
H -2.299 -5.128 -7.610  0.092
H -2.935 -6.467 -8.584  0.098
H -4.048 -5.233 -7.886  0.101
H -5.130 -9.926 -5.968  0.099
H -6.243 -8.692 -5.270  0.099
H -5.140 -9.605 -4.223  0.094
C 1.716 3.303 0.279  -0.065
O 2.564 3.987 -0.642  -0.005
C 3.858 4.082 -0.244  -0.560
O 4.323 3.643 0.796  0.106
O 4.545 4.749 -1.205  -0.013
C 5.932 4.924 -0.921  -0.055
H 0.706 3.287 -0.140  0.072
H 2.049 2.270 0.416  0.087
H 1.683 3.831 1.238  0.103
H 6.433 3.955 -0.832  0.098
H 6.067 5.516 -0.010  0.098
H 6.382 5.469 -1.755  0.093
C 5.920 -1.517 -5.452  -0.044
O 4.900 -0.544 -5.668  -0.017
C 4.759 -0.160 -6.962  -0.559
O 5.414 -0.570 -7.907  0.109
O 3.764 0.761 -7.021  -0.019
C 3.503 1.258 -8.332  -0.055
H 5.944 -1.751 -4.384  0.075
H 5.697 -2.438 -6.001  0.101
H 6.899 -1.121 -5.740  0.099
H 3.183 0.448 -8.996  0.099
H 4.385 1.766 -8.735  0.099
H 2.690 1.986 -8.261  0.090
C -1.175 8.219 5.616  -0.050
O -2.467 8.209 6.219  -0.007
C -3.042 6.982 6.288  -0.557
O -2.552 5.937 5.888  0.092
O -4.256 7.118 6.878  -0.006
C -4.981 5.898 7.018  -0.049
H -0.810 9.250 5.614  0.096
H -0.474 7.607 6.194  0.099
H -1.230 7.871 4.579  0.098
H -4.432 5.194 7.652  0.099
H -5.188 5.457 6.038  0.095
H -5.935 6.125 7.502  0.097
C 6.220 -4.969 6.828  -0.052
O 5.200 -3.996 6.613  -0.010
C 5.059 -3.611 5.319  -0.558
O 5.714 -4.022 4.374  0.103
O 4.064 -2.691 5.259  -0.008
C 3.803 -2.194 3.949  -0.050
H 6.244 -5.202 7.896  0.094
H 5.997 -5.890 6.280  0.099
H 7.199 -4.572 6.540  0.099
H 3.483 -3.003 3.285  0.098
H 4.685 -1.686 3.545  0.099
H 2.990 -1.466 4.019  0.087

- 2S+1 = 2
- LUMO level (spin up / spin down) (eV) = 0.105 / -0.875
- HOMO-LUMO gap (spin up / spin down) (eV) = 9.64 / 9.40
- charge = 0
- <S²> = 0.754

---

Look up the charge of the third one. +3

---

What is the 2S+1 in the second record? 2